C3H9NO2 | the ωB97M-V functional and the def2-TZVPD basis

Charge ... 0
HOMO-LUMO gap ... 0.3767 Ha
E_tot ... -8838.3330 eV
E_LUMO ... 0.641 eV
Relative energy (zero: lowest compared OMol25 entry of this formula, charge and spin) ... 446.0 kJ/mol

```
15
Properties=species:S:1:pos:R:3:nbo_charge:R:1
C -1.0351 -0.2198 -0.2333 -0.7184
C 0.5138 -0.1859 -0.6322 0.6578
C 2.8518 -0.4161 -0.0327 -0.4586
H -1.3637 -0.4819 1.0950 0.2013
H -1.4239 -1.2717 -0.7802 0.2605
H -1.6976 0.5181 -0.7287 0.2182
H 1.0434 0.0607 1.2160 0.4198
H 2.9883 -1.3068 -1.0447 0.2430
H 3.6072 0.6158 -0.4730 0.2233
H 3.2582 -1.1643 0.8308 0.2311
H -4.3255 1.5602 0.7118 0.4561
H -2.9293 1.3885 0.4614 0.4617
N 1.5052 -0.0176 0.2599 -0.6528
O 0.5906 -0.4759 -1.8389 -0.6257
O -3.5835 1.3969 1.1890 -0.9172
```